84
Properties=species:S:1:pos:R:3 method="wB97M-V/def2-TZVPD" energy_ev=-68678.6234 charge=-1 gap_ev=6.4 homo_ha=-0.2203 mol_weight_g_mol=700.64 spin_multiplicity=1
N 0.02244 -1.72681 -0.06693
O -1.04280 -2.31086 -0.40138
O 0.54119 -1.87104 0.95055
O 0.75549 -1.37995 -1.06017
C 5.34414 -0.99277 0.53480
C 4.05476 -0.98305 -0.29652
C 4.21575 -0.41741 -1.73403
C 5.49117 0.13953 -2.31302
C 6.66074 0.21645 -1.29367
C 6.50360 -0.41466 0.14156
N 5.53607 0.83153 -3.70000
O 6.66251 1.13438 -4.18397
O 4.45517 0.85717 -4.22635
H 5.34547 -1.42036 1.51120
H 3.20954 -1.49158 0.07232
H 3.22814 -0.31897 -1.98335
H 7.55477 0.67320 -1.46708
H 7.35821 -0.40565 0.71495
C 0.31125 -1.25172 -4.76721
C -0.03047 -0.26641 -5.82961
C -1.06131 -0.66259 -7.01312
C -1.37727 -2.16045 -7.07108
C -0.96419 -3.13003 -5.94068
C 0.01789 -2.62664 -4.78739
N -2.28792 -2.63883 -8.07400
O -2.43802 -1.91954 -9.11919
O -3.11357 -3.40176 -7.75833
H 1.05535 -0.96752 -3.96914
H 0.27705 0.77059 -5.90454
H -1.08194 0.03267 -7.90279
H -1.48559 -4.04418 -5.88652
H 0.44037 -3.22594 -3.97463
C -1.14686 3.31512 -0.20122
C -0.33229 4.33114 0.62728
C 1.24513 4.14201 0.64982
C 1.94841 3.00533 -0.09930
C 1.09459 2.18934 -1.07483
C -0.52634 2.29908 -0.97253
N 3.41396 2.99986 -0.22560
O 3.89871 2.83669 -1.37271
O 4.13254 3.06080 0.78358
H -2.17463 3.30930 -0.08074
H -0.91703 4.98723 1.17860
H 1.76940 4.89775 1.36448
H 1.50649 1.41514 -1.46748
H -1.26770 1.56773 -1.41658
C -2.97012 0.78177 1.78541
C -1.60721 0.49900 2.25860
C -1.57541 0.05273 3.71800
C -2.51614 0.64185 4.72215
C -4.00162 1.00335 4.11733
C -4.05103 1.21521 2.55421
N -2.34835 0.46408 6.13493
O -1.20832 -0.04236 6.43578
O -3.14428 0.97939 6.94369
H -2.96925 1.03866 0.66890
H -0.88617 0.06769 1.59709
H -0.74656 -0.53694 3.93236
H -4.70207 1.38819 4.86621
H -5.02658 1.44954 1.98043
C 2.31352 0.28353 5.64201
O 2.01728 0.99148 6.64938
N 2.01800 0.68437 4.37458
C 2.27227 -0.11929 3.23308
C 1.48088 2.02675 4.21727
H 2.92717 -0.54344 5.85277
H 1.81731 0.37392 2.30834
H 1.75995 -0.91374 3.58372
H 3.40354 -0.09030 3.04350
H 1.62353 2.38988 3.03116
H 1.81234 2.90248 4.97492
H 0.41591 1.97615 4.44612
C -6.36567 -1.86928 -0.28696
O -6.41335 -1.82279 -1.50918
N -5.35449 -2.30068 0.46043
C -5.37823 -2.13442 1.88784
C -4.23998 -2.94032 -0.25331
H -7.29461 -1.33706 0.11477
H -5.92074 -2.94416 2.44523
H -5.69622 -1.26890 2.31154
H -4.32009 -2.16562 2.23952
H -3.90116 -2.28626 -1.08524
H -4.53596 -3.82695 -0.49985
H -3.49041 -3.05084 0.20981